No. 1
Computed, not measured: an isolated molecule of C4H7N, with ωB97M-V/def2-TZVPD.

E_HOMO (eV): -11.45
Lowest unoccupied orbital energy (eV): 0.878
HOMO-LUMO gap (eV): 12.33
Multiplicity: 1
SMILES: CCCC#N

Atoms and positions in Å:
C (-0.988, -1.011, 0.144)
C (-0.577, 0.393, -0.406)
C (0.712, 0.967, 0.229)
C (1.733, -0.054, 0.070)
N (2.549, -0.848, -0.196)
H (-1.020, -1.094, 1.211)
H (-0.264, -1.789, -0.155)
H (-2.047, -1.231, -0.194)
H (-1.348, 1.175, -0.332)
H (-0.357, 0.354, -1.446)
H (0.607, 1.233, 1.303)
H (1.000, 1.905, -0.228)

---

No. 2
Computed, not measured: a cluster of 2 separate species, C4H7N in total, with ωB97M-V/def2-TZVPD.

E_HOMO (alpha / beta) (eV): -8.40 / -8.55
Lowest unoccupied orbital energy (alpha / beta) (eV): 0.004 / -0.413
HOMO-LUMO gap (alpha / beta) (eV): 8.40 / 8.14
Multiplicity: 1

Atoms and positions in Å:
C (-0.516, 0.626, 0.811)
C (-1.489, 0.474, -0.261)
C (-0.018, 0.886, -0.477)
C (1.294, -1.228, -0.629)
N (-0.278, 0.569, 2.024)
H (-1.828, -0.567, -0.390)
H (-2.377, 1.069, -0.576)
H (0.618, 1.631, -0.963)
H (2.383, -1.114, -0.729)
H (0.592, -1.452, -1.477)
H (0.904, -1.512, 0.364)
H (0.713, 0.618, 2.303)

---

No. 3
Computed, not measured: an isolated molecule of C4H7N, with ωB97M-V/def2-TZVPD.

E_HOMO (eV): -8.46
Lowest unoccupied orbital energy (eV): 0.565
HOMO-LUMO gap (eV): 9.03
Multiplicity: 1
SMILES: C=C=CCN

Atoms and positions in Å:
C (-1.690, 0.112, 1.754)
C (-0.931, 0.229, 0.689)
C (-0.311, 0.729, -0.362)
C (0.497, -0.314, -1.052)
N (1.912, -0.105, -0.913)
H (-2.672, 0.573, 1.783)
H (-1.326, -0.365, 2.655)
H (-0.473, 1.720, -0.771)
H (0.232, -0.424, -2.108)
H (0.128, -1.169, -0.264)
H (2.438, -0.772, -1.468)
H (2.197, -0.214, 0.058)

---

No. 4
Computed, not measured: a cluster of 2 separate species, C4H7N in total, with ωB97M-V/def2-TZVPD.

E_HOMO (alpha / beta) (eV): -5.53 / -9.02
Lowest unoccupied orbital energy (alpha / beta) (eV): 1.007 / -2.339
HOMO-LUMO gap (alpha / beta) (eV): 6.54 / 6.68
Multiplicity: 3

Atoms and positions in Å:
C (-0.558, 1.851, 1.122)
C (-1.665, 1.483, 0.562)
C (1.091, -1.705, -1.610)
C (0.552, -1.709, -0.409)
N (0.496, 2.330, 1.482)
H (-1.639, 0.773, -0.246)
H (-2.623, 1.842, 0.885)
H (1.781, -0.935, -1.915)
H (0.881, -2.464, -2.345)
H (-0.142, -2.473, -0.093)
H (0.783, -0.949, 0.321)
H (1.043, 1.960, 2.245)

---

The records above give, respectively, electronic energy values of -5751.11225 -5745.76890 -5748.01989 -5744.42943 eV.
The records above give, respectively, F_max values of 3.04 2.57 3.01 10.71 eV/Å.